Molecular formula: C45H42AsMoO6P2S2Si
Method: DFT, ωB97M-V/def2-TZVPD

## Properties
Multiplicity: 3
Gap between HOMO and LUMO (alpha / beta) in eV: 7.847 / 7.161
LUMO energy (alpha / beta) in eV: -3.31 / -3.96
Charge: +1
E_tot in eV: -170449.0868
Maximum force in eV/Å: 0.62
<S²>: 2.03

The geometry in XYZ format:
```
100
Properties=species:S:1:pos:R:3:mulliken_spin:R:1
Mo 0.757 0.255 -0.205 2.09
C 0.571 3.895 1.391 0.01
Si -0.463 2.502 0.636 -0.09
C -1.755 2.009 1.941 0.01
C -2.763 2.869 2.380 0.00
C -3.715 2.443 3.294 0.00
C -3.686 1.140 3.788 0.00
C -2.686 0.273 3.381 -0.01
C -1.734 0.718 2.468 0.00
P -0.292 -0.261 2.020 -0.01
C -0.755 -2.006 2.016 -0.16
C -1.178 -2.599 0.829 0.02
C -1.568 -3.928 0.814 0.00
C -1.532 -4.674 1.983 0.00
C -1.113 -4.088 3.170 0.00
C -0.725 -2.757 3.190 0.00
C 0.884 0.016 3.372 0.01
C 0.794 1.197 4.116 0.00
C 1.732 1.469 5.100 0.00
C 2.765 0.574 5.344 0.00
C 2.853 -0.601 4.611 0.00
C 1.915 -0.886 3.633 0.00
C -1.453 3.379 -0.717 0.00
C -2.067 4.628 -0.569 0.00
C -2.836 5.162 -1.588 0.00
C -3.014 4.464 -2.782 0.00
C -2.405 3.236 -2.956 -0.01
C -1.625 2.716 -1.925 -0.03
P -0.767 1.139 -2.083 0.03
C 0.234 1.364 -3.580 -0.04
C 0.808 2.632 -3.728 0.01
C 1.683 2.891 -4.770 0.00
C 1.989 1.892 -5.683 0.00
C 1.416 0.637 -5.548 0.00
C 0.548 0.368 -4.501 0.00
C -2.124 -0.052 -2.204 0.01
C -2.884 -0.161 -1.034 0.05
C -3.957 -1.031 -0.976 0.01
C -4.284 -1.795 -2.089 0.00
C -3.542 -1.680 -3.253 0.00
C -2.461 -0.810 -3.317 0.00
H -0.113 4.738 1.538 -0.01
H 1.358 4.251 0.725 0.00
H 0.998 3.656 2.365 0.01
H -2.825 3.882 2.000 0.00
H -4.493 3.122 3.619 0.00
H -4.440 0.808 4.488 0.00
H -2.653 -0.741 3.761 0.00
H -1.218 -2.036 -0.097 0.05
H -1.894 -4.376 -0.117 0.00
H -1.828 -5.715 1.972 0.00
H -1.084 -4.670 4.082 0.00
H -0.381 -2.312 4.116 0.00
H -0.009 1.900 3.937 0.00
H 1.652 2.380 5.680 0.00
H 3.497 0.789 6.111 0.00
H 3.659 -1.299 4.795 0.00
H 1.993 -1.800 3.065 0.00
H -1.948 5.203 0.343 0.00
H -3.304 6.130 -1.459 0.00
H -3.619 4.889 -3.572 0.00
H -2.520 2.690 -3.885 0.00
H 0.563 3.429 -3.035 0.00
H 2.116 3.878 -4.872 0.00
H 2.671 2.093 -6.499 0.00
H 1.650 -0.151 -6.252 0.00
H 0.129 -0.624 -4.418 0.00
H -2.642 0.443 -0.163 -0.04
H -4.536 -1.113 -0.065 0.00
H -5.124 -2.477 -2.048 0.00
H -3.793 -2.276 -4.120 0.00
H -1.896 -0.748 -4.232 0.00
O 2.560 -2.104 -3.424 0.00
As 1.102 -2.429 -2.544 0.00
O -0.120 -2.841 -3.512 0.00
O 0.806 -0.900 -1.800 0.13
C 1.511 -3.812 -1.273 0.01
C 0.939 -5.043 -1.561 0.00
C 1.242 -6.152 -0.776 0.00
C 2.122 -6.031 0.288 0.00
C 2.698 -4.799 0.581 0.00
C 2.386 -3.704 -0.197 0.00
S 3.037 -2.107 0.228 0.00
O 3.906 -2.241 1.357 0.00
O 1.743 -1.419 0.612 -0.06
O 3.590 -1.499 -0.967 0.01
H 3.242 -1.870 -2.766 0.00
H 0.260 -5.128 -2.400 0.00
H 0.794 -7.108 -1.009 0.00
H 2.368 -6.893 0.894 0.00
H 3.382 -4.682 1.411 0.00
C 3.424 2.071 -1.049 0.03
S 2.964 1.227 0.476 -0.06
C 3.408 2.427 1.746 0.04
H 4.480 2.329 -1.002 0.00
H 2.818 2.960 -1.214 0.01
H 3.273 1.354 -1.856 -0.01
H 3.143 3.442 1.473 0.00
H 4.484 2.338 1.884 0.00
H 2.907 2.131 2.666 -0.01
```

***

Molecular formula: C45H42BF4O27
Method: DFT, ωB97M-V/def2-TZVPD

## Properties
Gap between HOMO and LUMO in eV: 6.193
LUMO energy in eV: -0.84
Charge: -1
E_tot in eV: -114159.5286
Maximum force in eV/Å: 15.71

The geometry in XYZ format:
```
119
Properties=species:S:1:pos:R:3:mulliken_charge:R:1
B 0.015 0.487 0.309 -0.20
F 0.407 1.801 0.213 -0.08
F -0.176 0.229 1.554 0.08
F -1.219 0.198 -0.399 -0.01
F 0.950 -0.390 -0.226 0.66
C 1.242 -4.854 0.270 -0.22
C 0.955 -3.648 1.167 0.23
C -0.353 -3.515 1.846 0.79
O -0.660 -2.544 2.493 -0.58
C -1.294 -4.662 1.756 -0.75
C -0.948 -5.889 0.979 0.24
C 0.362 -6.006 0.311 0.32
O 0.709 -7.088 -0.167 -0.63
O -1.818 -6.902 0.785 -0.44
O 1.746 -2.633 1.125 -0.29
H 2.332 -4.962 -0.225 0.18
H -2.221 -4.615 2.209 0.56
H -2.659 -6.936 1.031 0.35
H 1.205 -1.850 1.154 -0.21
C -3.727 1.595 -5.731 -0.90
C -4.368 0.217 -5.516 -0.09
C -4.125 -0.655 -4.451 0.88
O -4.574 -1.782 -4.394 -0.66
C -3.245 -0.184 -3.439 -0.34
C -2.709 1.323 -3.501 0.51
C -2.913 2.130 -4.741 0.48
O -2.455 3.301 -4.827 -0.61
O -1.988 1.859 -2.445 0.08
O -5.125 -0.351 -6.573 -0.54
H -4.163 2.004 -6.630 0.45
H -3.112 -0.779 -2.539 0.29
H -1.871 1.136 -1.728 0.09
H -5.092 -1.299 -6.418 0.36
C -3.667 1.426 5.112 -0.59
C -2.386 1.145 4.406 0.53
C -1.110 1.097 5.196 0.71
O -0.109 0.636 4.597 -0.53
C -1.128 1.511 6.477 -1.50
C -2.447 1.896 7.251 0.14
C -3.714 1.933 6.580 0.58
O -4.887 2.174 7.048 -0.60
O -2.518 2.316 8.461 -0.43
O -2.429 0.693 3.129 -0.38
H -4.519 1.433 4.393 0.35
H -0.313 1.590 6.819 1.14
H -1.831 1.978 9.005 0.35
H -1.590 0.461 2.694 0.22
C 2.602 -3.921 -3.674 -0.56
C 2.513 -2.825 -2.616 0.17
C 3.631 -2.480 -1.851 0.80
O 3.706 -1.471 -1.108 -0.41
C 4.850 -3.348 -1.918 -0.80
C 5.041 -4.349 -3.067 0.49
C 3.857 -4.685 -3.899 0.53
O 3.978 -5.475 -4.819 -0.57
O 6.260 -4.840 -3.486 -0.46
O 1.367 -2.060 -2.426 -0.13
H 1.597 -4.228 -4.274 0.24
H 5.803 -3.155 -1.257 0.12
H 6.873 -4.687 -2.703 0.36
H 1.345 -1.457 -1.828 -0.02
C -3.794 -5.063 -1.006 -1.05
C -2.718 -5.155 -2.081 0.02
C -1.804 -4.166 -2.345 0.48
O -0.968 -4.217 -3.311 -0.70
C -1.866 -2.976 -1.530 0.12
C -2.905 -2.721 -0.544 0.80
C -3.868 -3.774 -0.384 -0.03
O -4.772 -3.729 0.584 -0.65
O -2.872 -1.682 0.477 -0.68
O -2.610 -6.307 -2.777 -0.50
H -4.313 -5.878 -0.626 0.78
H -1.036 -2.376 -1.515 0.62
H -2.159 -1.097 0.366 0.27
H -1.921 -6.264 -3.261 0.28
C 2.781 3.621 4.229 -1.13
C 1.752 3.164 3.240 0.47
C 0.301 3.390 3.394 0.24
O -0.438 3.124 2.519 -0.36
C -0.055 4.125 4.559 -0.82
C 0.954 4.645 5.589 0.22
C 2.407 4.257 5.451 0.75
O 3.124 4.612 6.376 -0.60
O 0.683 5.370 6.735 -0.49
O 2.144 2.470 2.106 -0.23
H 3.785 3.294 4.256 0.50
H -1.025 4.422 4.618 0.71
H -0.266 5.594 6.759 0.35
H 1.412 2.021 1.761 0.25
C 2.115 2.021 -2.789 0.26
C 2.084 2.092 -4.223 0.63
O 2.896 1.452 -5.014 -0.66
C 1.224 3.203 -4.724 -1.20
H 1.189 1.546 -2.402 -0.39
H 2.422 2.982 -2.344 0.44
H 2.862 1.209 -2.255 -0.19
H 0.151 3.300 -4.489 0.21
H 1.156 3.096 -5.863 0.32
H 1.917 3.914 -4.623 0.45
C -1.449 6.151 -2.074 -1.14
C -2.137 5.421 -0.921 0.61
O -3.152 5.878 -0.430 -0.59
C -1.266 4.268 -0.329 -0.50
H -2.241 6.884 -2.407 0.29
H -1.281 5.412 -2.865 0.20
H -0.530 6.477 -1.973 0.46
H -0.422 4.550 0.237 0.60
H -1.047 3.587 -1.256 -0.16
H -1.886 3.659 0.228 0.15
C 5.002 1.831 0.265 -0.70
C 5.064 0.941 1.618 0.44
O 5.895 1.292 2.499 -0.66
C 4.321 -0.240 1.778 -0.36
H 4.136 1.840 -0.049 -0.32
H 5.517 1.470 -0.553 0.51
H 5.470 2.762 0.511 0.39
H 3.992 -0.482 2.693 0.58
H 4.934 -1.118 1.237 0.08
H 3.199 -0.139 1.325 -0.08
```